i) Density functional theory data (wB97M-V/def2-TZVPD) for 2 unconnected molecules or ions with the total composition C2H8N2.

Last column: Mulliken charge in e.
Element x y z (Å)
1 H -2.76 0.22 0.38  0.25
2 N -2.50 1.20 0.28  -0.65
3 C -1.49 1.44 1.02  0.07
4 N -0.92 2.68 1.14  -0.47
5 H -0.92 0.62 1.46  0.30
6 H -0.53 2.97 2.02  0.23
7 H -1.45 3.41 0.70  0.27
8 C 2.10 -2.51 -1.40  -0.91
9 H 1.77 -2.75 -0.39  0.22
10 H 2.82 -3.28 -1.71  0.24
11 H 1.25 -2.44 -2.05  0.23
12 H 2.64 -1.56 -1.46  0.23

Calculated values
- M (g mol⁻¹) = 60.10
- HOMO-LUMO gap (Eh) = 0.3809
- SMILES = [H]/N=C/N.C

ii) Density functional theory data (wB97M-V/def2-TZVPD) for 2 unconnected molecules or ions with the total composition C2H8N2.

Last column: Mulliken charge in e.
Element x y z (Å)
1 C 0.08 -1.50 -0.84  -0.70
2 C 0.16 0.29 1.29  -0.83
3 N -0.14 1.52 -0.54  -0.42
4 N 0.62 0.44 0.02  -0.26
5 H -1.00 -1.21 -1.10  0.24
6 H 0.62 -1.55 -1.81  0.22
7 H 0.57 -2.16 -0.16  0.33
8 H 0.43 1.13 1.90  0.33
9 H -0.92 0.24 1.28  0.32
10 H 0.52 -0.54 1.78  0.34
11 H 0.14 1.91 -1.44  0.22
12 H -1.10 1.41 -0.39  0.21

Calculated values
- M (g mol⁻¹) = 60.10
- HOMO-LUMO gap (spin up / spin down) (Eh) = 0.3146 / 0.3154

iii) Density functional theory data (wB97M-V/def2-TZVPD) for 3 unconnected molecules or ions with the total composition C2H8N2.

Last column: Mulliken charge in e.
Element x y z (Å)
1 C 0.44 -0.14 0.76  -0.42
2 C -1.13 -0.14 -1.16  -0.82
3 N -0.48 0.81 0.48  -0.56
4 N 1.66 -0.07 0.21  -0.29
5 H 0.17 -1.13 1.12  0.28
6 H 1.93 0.80 -0.24  0.24
7 H -1.32 0.66 1.02  0.40
8 H 0.32 0.84 2.08  0.17
9 H 2.17 -0.92 0.01  0.21
10 H -1.21 -1.22 -1.07  0.29
11 H -2.11 0.33 -1.28  0.29
12 H -0.42 0.17 -1.93  0.23

Calculated values
- M (g mol⁻¹) = 60.10
- HOMO-LUMO gap (Eh) = 0.2939

Which structure loses on stability? iii) does.

i) Density functional theory data (wB97M-V/def2-TZVPD) for 2 unconnected molecules or ions with the total composition C2H8N2.

Last column: Mulliken charge in e.
Element x y z (Å)
1 H -2.30 -1.17 1.63  0.26
2 N -1.77 -1.84 1.10  -0.64
3 C -0.70 -1.33 0.66  0.33
4 N 0.35 -2.06 0.17  -0.52
5 H -0.69 -0.26 0.40  0.05
6 H 0.87 -1.48 -0.47  0.26
7 H 0.05 -2.94 -0.23  0.25
8 C 0.83 2.17 -0.69  -0.87
9 H 1.28 1.40 -1.32  0.20
10 H 1.58 2.83 -0.24  0.28
11 H 0.21 2.90 -1.20  0.25
12 H 0.31 1.79 0.18  0.16

Calculated values
- M (g mol⁻¹) = 60.10
- HOMO-LUMO gap (Eh) = 0.3802
- SMILES = [H]/N=C/N.C

ii) Density functional theory data (wB97M-V/def2-TZVPD) for 2 unconnected molecules or ions with the total composition C2H8N2.

Last column: Mulliken charge in e.
Element x y z (Å)
1 H -1.17 -1.79 -0.22  0.23
2 N -0.55 -1.83 -1.02  -0.70
3 C -0.29 -0.65 -1.43  0.14
4 N 0.88 -0.35 -2.06  -0.42
5 H -0.99 0.17 -1.28  0.29
6 H 0.98 0.60 -2.37  0.20
7 H 1.55 -1.06 -2.25  0.25
8 C -0.05 2.13 3.61  -0.99
9 H -0.99 2.38 4.17  0.26
10 H 0.56 2.09 4.52  0.25
11 H 0.20 2.96 2.97  0.24
12 H -0.37 1.14 3.32  0.25

Calculated values
- M (g mol⁻¹) = 60.10
- HOMO-LUMO gap (Eh) = 0.3602
- SMILES = [H]/N=C/N.C

Which structure loses on stability? ii) does.

i) Density functional theory data (wB97M-V/def2-TZVPD) for a molecular structure, C19H22ClFN2O4S.

Last column: Mulliken charge in e.
Element x y z (Å)
1 C -7.31 -2.29 -0.45  -1.14
2 C -5.80 -1.74 -0.70  -0.29
3 O -5.69 -0.28 -0.34  -0.45
4 C -5.72 -0.15 1.05  -0.20
5 C -4.34 -0.47 1.51  -0.75
6 H -4.04 -1.38 1.48  0.58
7 C -3.47 0.61 1.28  -0.49
8 N -3.16 0.55 -0.42  -0.34
9 S -2.37 1.80 -1.14  1.29
10 O -2.66 3.00 -0.50  -0.70
11 O -2.51 1.77 -2.44  -0.61
12 C -0.75 1.50 -0.65  -0.26
13 C 0.02 0.16 -1.26  -1.65
14 C 1.30 0.09 -0.71  0.33
15 C 1.90 0.71 0.14  0.25
16 C 1.17 1.77 0.99  -0.44
17 C 0.00 1.96 0.51  -0.13
18 H -0.61 2.90 0.98  0.20
19 H 1.84 2.47 1.58  0.35
20 N 3.17 0.39 0.74  0.07
21 C 3.99 0.90 1.45  0.67
22 O 3.63 1.91 2.44  -0.77
23 C 5.40 0.33 1.64  -1.73
24 C 5.85 -0.15 0.42  -0.28
25 C 6.22 -1.36 -0.29  1.07
26 C 6.79 -1.92 -1.28  -1.02
27 C 6.90 -1.18 -2.27  -0.14
28 C 6.62 0.50 -2.06  -0.99
29 C 6.02 0.68 -0.68  1.18
30 Cl 5.73 2.34 -0.43  -0.19
31 H 6.73 1.19 -2.85  0.45
32 H 7.24 -1.32 -3.36  0.29
33 H 6.97 -2.94 -1.41  0.50
34 F 6.02 -2.58 0.90  -0.49
35 H 6.06 0.86 2.05  0.58
36 H 5.36 -0.45 2.28  0.59
37 H 3.60 -0.42 -0.09  0.14
38 H 1.79 -0.80 -0.95  0.42
39 H -0.53 -0.15 -1.92  0.87
40 H -4.12 0.47 -0.70  0.46
41 H -2.34 0.58 1.79  0.24
42 H -3.91 1.83 1.52  0.25
43 H -4.53 -0.23 2.77  0.27
44 H -6.53 -0.90 1.65  0.18
45 H -6.20 0.98 1.12  0.24
46 H -5.51 -1.80 -1.77  0.37
47 H -5.15 -2.45 -0.10  0.21
48 H -7.52 -2.49 0.55  0.39
49 H -7.37 -3.21 -1.05  0.41
50 H -8.20 -1.60 -1.02  0.21

Calculated values
- M (g mol⁻¹) = 428.91
- HOMO-LUMO gap (Eh) = 0.3010

ii) Density functional theory data (wB97M-V/def2-TZVPD) for C19H22ClFN2O4S in the gas phase.

Last column: Mulliken charge in e.
Element x y z (Å)
1 C -0.90 -2.99 0.35  -0.96
2 C -0.21 -2.07 -0.64  -0.18
3 O 1.15 -1.83 -0.35  0.15
4 C 2.03 -2.89 -0.64  -0.89
5 C 3.46 -2.37 -0.58  -0.25
6 C 3.66 -1.24 -1.60  -0.80
7 N 4.75 -0.32 -1.31  -0.40
8 S 4.73 0.49 0.18  1.29
9 O 5.53 1.66 -0.01  -0.74
10 O 5.12 -0.41 1.24  -0.67
11 C 3.01 0.92 0.38  -0.14
12 C 2.38 1.68 -0.58  -0.67
13 C 1.02 1.93 -0.47  -0.47
14 C 0.31 1.41 0.61  0.52
15 N -1.07 1.57 0.76  0.04
16 C -1.97 2.06 -0.14  0.80
17 O -1.70 2.51 -1.22  -0.62
18 C -3.41 1.94 0.38  -1.82
19 C -3.82 0.49 0.42  0.10
20 C -3.72 -0.26 1.59  0.85
21 F -3.23 0.35 2.70  -0.43
22 C -4.10 -1.58 1.67  -0.66
23 C -4.59 -2.21 0.54  -0.46
24 C -4.68 -1.51 -0.65  -0.68
25 C -4.30 -0.17 -0.71  0.69
26 Cl -4.42 0.67 -2.21  -0.19
27 C 0.98 0.68 1.60  -0.44
28 C 2.33 0.43 1.47  -0.78
29 H -0.50 -4.00 0.30  0.41
30 H -1.97 -3.03 0.13  0.20
31 H -0.77 -2.62 1.36  0.23
32 H -0.68 -1.08 -0.62  -0.05
33 H -0.30 -2.48 -1.66  0.31
34 H 1.81 -3.28 -1.65  0.38
35 H 1.90 -3.72 0.07  0.32
36 H 4.16 -3.19 -0.76  0.48
37 H 3.65 -1.98 0.42  0.24
38 H 2.75 -0.64 -1.62  0.21
39 H 3.83 -1.65 -2.60  0.47
40 H 5.66 -0.75 -1.40  0.34
41 H 2.95 2.07 -1.41  0.46
42 H 0.50 2.50 -1.22  0.53
43 H -1.43 1.22 1.64  0.12
44 H -3.47 2.37 1.38  0.46
45 H -4.05 2.49 -0.30  0.51
46 H -4.01 -2.10 2.61  0.45
47 H -4.89 -3.24 0.58  0.41
48 H -5.05 -1.99 -1.54  0.44
49 H 0.43 0.30 2.45  0.39
50 H 2.87 -0.15 2.20  0.49

Calculated values
- M (g mol⁻¹) = 428.91
- HOMO-LUMO gap (Eh) = 0.3495
- SMILES = CCOCCCNS(=O)(=O)c1ccc(NC(=O)Cc2c(F)cccc2Cl)cc1

Which structure loses on stability? i) does.